1.
Formula: C29H30N4O6
Source: the Open Molecules 2025 dataset
Level of theory: ωB97M-V with the def2-TZVPD basis set

Each line ends with the Löwdin charge.
Atoms and positions in Å:
1 C -5.21 0.41 1.19  -0.046
2 N 6.45 1.26 0.69  0.140
3 C -6.65 0.10 1.45  -0.223
4 C -1.82 -2.23 -0.28  -0.141
5 C -0.13 -2.33 -1.96  -0.148
6 H 7.27 -3.90 0.55  0.103
7 H -1.84 -1.31 -3.48  0.118
8 H -7.25 0.29 0.56  0.126
9 C -3.33 1.08 -0.26  -0.196
10 H -3.11 2.22 1.50  0.125
11 C 5.80 -2.36 0.41  -0.008
12 C -1.27 2.26 0.35  -0.150
13 H 2.12 5.10 -0.45  0.099
14 C 0.61 2.14 -1.32  -0.307
15 O 0.41 -2.90 0.33  -0.120
16 H 8.77 0.10 0.94  0.113
17 C 6.66 -0.08 0.64  -0.212
18 H -5.41 0.82 -0.85  0.125
19 C 0.85 3.27 1.03  -0.369
20 O 1.76 0.66 0.36  0.141
21 C 5.57 -0.97 0.44  -0.202
22 C 7.08 -2.83 0.57  -0.076
23 H -2.90 -2.48 -2.68  0.130
24 H -4.54 0.31 2.03  0.116
25 H -7.02 0.75 2.27  0.127
26 H -4.18 -0.85 -1.63  0.112
27 H -1.08 0.69 -2.66  0.146
28 N 4.32 -0.51 0.27  0.215
29 O 1.12 1.73 -2.35  0.113
30 O 1.60 3.71 1.89  0.085
31 C 0.92 -2.31 -0.84  -0.180
32 C -4.73 0.75 0.00  -0.047
33 H 4.96 -3.02 0.27  0.113
34 C -0.52 2.96 1.25  0.026
35 C -1.50 1.02 -1.72  0.041
36 H -0.43 -1.14 0.97  0.126
37 N -2.75 0.63 -1.43  -0.026
38 H 0.27 -1.81 -2.83  0.127
39 H -2.13 -3.28 -0.43  0.133
40 H 5.06 2.75 0.59  0.126
41 C 5.23 1.68 0.54  -0.034
42 H -0.93 3.20 2.22  0.119
43 C 7.96 -0.60 0.79  -0.014
44 O -6.88 -1.25 1.78  -0.183
45 C -6.46 -1.64 3.07  -0.113
46 H -1.04 -2.66 1.70  0.127
47 C 2.76 1.30 0.14  -0.398
48 H -3.77 -0.02 -3.14  0.133
49 C 1.50 4.45 -1.06  0.040
50 C -2.34 -1.54 -2.54  -0.170
51 C 4.15 0.79 0.32  -0.126
52 C -0.75 1.82 -0.92  -0.057
53 H 1.22 -1.27 -0.63  0.102
54 C 8.16 -1.95 0.76  -0.074
55 C -2.63 1.87 0.60  0.052
56 C -0.71 -2.19 0.77  -0.185
57 H 1.79 -2.89 -1.14  0.127
58 H 0.51 4.89 -1.17  0.103
59 H -0.35 -3.37 -2.23  0.130
60 H -6.88 -0.97 3.83  0.091
61 H -2.68 -1.66 0.09  0.117
62 O 2.74 2.56 -0.29  0.082
63 N -1.33 -1.64 -1.51  -0.185
64 H -5.37 -1.64 3.16  0.082
65 H 1.96 4.34 -2.05  0.097
66 H -6.83 -2.65 3.22  0.090
67 C -3.36 -0.43 -2.21  -0.106
68 C 1.40 3.08 -0.40  -0.325
69 H 9.15 -2.35 0.88  0.104

The net charge is 0. The calculation puts the HOMO energy at -7.59 eV. The calculation puts the energy above the lowest of the compared OMol25 structures with the same formula, charge and spin at 2.5395 eV. As for the structure (SMILES): COC/C=C/C1=CC2=CC(=O)[C@@](C)(OC(=O)c3cnc4ccccc4n3)C(=O)C2=CN1CCN1CCOCC1. The HOMO-LUMO gap is 7.21 eV. The LUMO energy is -0.38 eV.


2.
Formula: C29H31As2F6GeNO4S2Zr
Source: the Open Molecules 2025 dataset
Level of theory: ωB97M-V with the def2-TZVPD basis set

Each line ends with the Löwdin charge.
Atoms and positions in Å:
1 H -3.52 -0.24 2.90  0.108
2 O 1.07 -3.39 -1.20  -0.489
3 C -1.63 -1.44 5.43  -0.025
4 H 2.94 1.62 -2.25  0.027
5 C -2.69 -0.84 4.78  -0.027
6 C -0.30 1.19 -2.85  -0.379
7 H -2.82 6.89 -0.20  0.137
8 C -0.85 3.83 2.59  0.062
9 C -0.85 3.52 0.16  -0.171
10 Zr 1.01 -1.50 -0.31  1.311
11 H 1.06 2.59 -3.78  0.103
12 C -1.94 5.23 -1.22  0.022
13 F 0.56 -3.57 -4.44  0.230
14 C -0.46 1.95 -5.14  -0.046
15 H -1.78 -0.27 -2.28  0.060
16 As -1.58 -1.03 0.74  1.080
17 F 5.61 -0.59 -0.56  0.212
18 C 0.18 1.97 -3.91  -0.113
19 O 3.14 -2.16 0.26  -0.445
20 H -2.19 6.06 2.04  0.143
21 C -1.93 5.49 1.16  0.084
22 C -0.11 2.31 0.31  -0.230
23 C -1.21 4.28 1.32  -0.151
24 C 2.41 2.06 -1.40  -0.224
25 S 3.61 -2.09 -1.15  0.726
26 O 2.79 -0.98 -1.72  -0.434
27 H -1.13 4.41 3.46  0.142
28 C 2.54 -2.29 3.36  -0.234
29 H 2.40 -2.82 4.30  0.050
30 H -2.96 -2.35 -0.90  0.042
31 C 1.35 -2.84 -3.72  -0.649
32 As 0.95 -2.48 2.29  1.103
33 H -2.21 5.58 -2.21  0.135
34 C -2.05 0.36 -4.30  -0.059
35 H -0.27 -4.62 1.71  0.036
36 H -2.59 0.86 -0.62  0.021
37 C -0.51 -1.77 3.33  -0.424
38 C 5.46 -1.71 -1.23  -0.684
39 H 3.03 1.99 -0.51  0.029
40 S 2.00 -3.89 -2.30  0.750
41 H 0.28 -2.38 5.24  0.111
42 H -2.07 1.14 -6.30  0.122
43 F 5.76 -1.57 -2.49  0.234
44 F 2.33 -2.34 -4.42  0.219
45 H -3.54 -0.49 5.34  0.128
46 O 1.91 -5.25 -2.62  -0.140
47 H -0.98 3.47 -1.99  0.103
48 H 0.17 2.31 3.72  0.129
49 H -3.58 -2.55 0.76  0.056
50 C -1.58 1.15 -5.34  -0.043
51 H 1.49 -4.87 1.70  0.049
52 C -2.28 5.96 -0.10  0.014
53 C -1.58 -1.16 2.67  -0.428
54 H -2.91 -0.28 -4.46  0.117
55 H 2.73 -1.23 3.57  0.049
56 C -0.54 -1.91 4.71  -0.072
57 C 0.24 1.92 1.61  -0.122
58 H 0.61 -4.77 3.24  0.059
59 H -3.76 0.17 0.53  0.059
60 C 0.66 -4.40 2.22  -0.219
61 H -1.65 -1.55 6.51  0.130
62 H 3.38 -2.72 2.83  0.038
63 H -0.08 2.56 -5.95  0.121
64 C -1.23 4.02 -1.09  0.071
65 Ge 0.67 1.17 -1.15  0.860
66 H -2.49 1.28 1.11  0.032
67 H -2.15 -3.46 0.22  0.028
68 N 3.47 -3.41 -1.95  -0.246
69 F 0.63 -1.83 -3.17  0.081
70 C -2.67 -0.70 3.39  -0.082
71 C -0.12 2.65 2.73  -0.002
72 C -2.73 0.50 0.40  -0.238
73 H 0.83 1.03 1.76  0.079
74 F 6.09 -2.70 -0.67  0.234
75 H 2.24 3.12 -1.60  0.039
76 C -1.41 0.37 -3.07  -0.164
77 C -2.68 -2.52 0.14  -0.235

As for the multiplicity: 2. The net charge is +3. The calculation puts the HOMO energy (spin up / spin down) at -16.27 / -16.27 eV. The calculation puts the energy above the lowest of the compared OMol25 structures with the same formula, charge and spin at 2.5513 eV. As for the expectation value of S²: 0.7768. The HOMO-LUMO gap (spin up / spin down) is 6.68 / 5.02 eV. The LUMO energy (spin up / spin down) is -9.59 / -11.24 eV.


3.
Formula: C29H31CaN4O2Si
Source: the Open Molecules 2025 dataset
Level of theory: ωB97M-V with the def2-TZVPD basis set

Each line ends with the Löwdin charge.
Atoms and positions in Å:
1 C 4.52 0.18 -0.96  -0.181
2 H -0.59 4.55 1.90  0.080
3 N 1.55 0.25 -1.10  -0.181
4 H -1.24 0.38 5.11  0.094
5 C -0.49 4.17 -2.37  -0.075
6 H -2.72 -5.36 -0.41  0.099
7 H 3.91 3.21 -2.08  0.026
8 H 2.15 -1.44 -5.33  0.090
9 C -2.02 -2.08 -0.96  -0.292
10 H 2.84 1.39 1.54  -0.051
11 C -0.99 -0.68 5.14  -0.042
12 H -0.78 -3.81 -0.69  0.133
13 H -5.42 -2.02 -0.82  0.098
14 H -1.51 -2.42 -3.38  0.107
15 C -0.58 2.75 -0.43  -0.153
16 H -1.50 3.46 2.96  0.075
17 H 2.17 3.12 -2.34  0.001
18 H -3.47 -0.50 -1.11  0.121
19 H -1.08 4.86 -0.43  0.097
20 C -0.48 -0.49 2.67  -0.535
21 H 5.40 0.80 -0.76  0.017
22 C -0.57 -1.32 3.96  -0.113
23 C -1.80 -3.44 -0.74  0.006
24 C -0.78 -2.72 6.41  -0.123
25 H -0.62 5.15 -2.84  0.099
26 H 0.43 0.98 -3.05  0.101
27 C 3.09 2.53 -2.29  -0.169
28 H -0.07 -2.56 -5.34  0.083
29 H 3.78 2.73 0.87  0.014
30 C -0.75 4.01 -1.01  -0.037
31 C -4.41 -2.42 -0.80  -0.086
32 C -0.88 2.59 1.10  -0.262
33 C -4.19 -3.79 -0.61  -0.105
34 C -0.54 -1.93 -3.34  -0.032
35 H -1.41 -0.84 7.25  0.088
36 Si 2.97 1.23 -0.94  0.378
37 O -0.99 -1.19 -1.07  -0.140
38 H -2.29 4.14 1.52  0.076
39 C 2.89 2.11 0.72  -0.224
40 C 0.10 1.86 -2.51  -0.132
41 N -0.82 0.80 2.80  0.074
42 H -5.04 -4.46 -0.48  0.093
43 C -0.13 -1.23 -2.18  -0.158
44 H 2.88 -0.18 -3.42  0.080
45 H 1.42 0.28 1.81  0.001
46 C -0.06 3.09 -3.13  -0.074
47 H -0.86 -3.26 7.35  0.087
48 C -0.36 -3.39 5.26  -0.101
49 H 0.15 3.19 -4.19  0.109
50 C 1.91 -0.65 -3.34  -0.067
51 H -0.11 -4.44 5.29  0.091
52 C 1.50 -1.38 -4.47  -0.119
53 O -0.09 -1.25 1.73  -0.240
54 C 1.14 -0.51 -2.17  -0.364
55 C -0.26 -2.69 4.05  -0.024
56 H 4.67 -0.31 -1.93  0.009
57 C -3.32 -1.57 -0.97  0.001
58 H 3.26 2.09 -3.27  0.023
59 C -1.34 3.76 1.92  -0.039
60 H 4.47 -0.60 -0.19  0.030
61 H 2.00 2.76 0.78  0.008
62 C -2.89 -4.30 -0.57  -0.077
63 N -0.14 1.66 -1.20  -0.042
64 N -0.71 1.44 1.61  -0.335
65 C -1.09 -1.37 6.36  -0.104
66 Ca -0.17 0.28 0.43  1.225
67 H 0.07 -3.22 3.16  0.107
68 C 0.27 -2.01 -4.47  -0.144

The net charge is -1. The calculation puts the HOMO energy (spin up / spin down) at -2.23 / -2.23 eV. The calculation puts the energy above the lowest of the compared OMol25 structures with the same formula, charge and spin at 0.0000 eV. The HOMO-LUMO gap (spin up / spin down) is 4.79 / 4.79 eV. The LUMO energy (spin up / spin down) is 2.56 / 2.56 eV.